{
  "formula": "C9H19NSSi",
  "method": "wB97M-V/def2-TZVPD",
  "orbital_gap_ev": 9.23,
  "total_energy_ev": -29842.850,
  "lumo_ev": 0.75,
  "de_lowest_ev": 0.667,
  "symbols": ["C", "Si", "C", "C", "S", "C", "N", "C", "C", "C", "C", "C", "H", "H", "H", "H", "H", "H", "H", "H", "H", "H", "H", "H", "H", "H", "H", "H", "H", "H", "H"],
  "xyz": [[-3.194, -0.352, -1.115], [-1.568, -1.486, -1.120], [-0.015, -0.763, -2.028], [-1.835, -3.202, -1.777], [-1.295, -1.540, 1.000], [0.765, -1.713, 1.088], [1.637, -0.661, 1.474], [1.510, 0.573, 1.288], [2.724, 1.424, 1.425], [2.136, 2.796, 1.865], [0.684, 2.824, 1.193], [0.302, 1.368, 0.926], [-4.167, -0.762, -0.847], [-3.173, 0.519, -0.575], [-3.509, -0.143, -2.091], [-0.318, 0.271, -2.409], [0.822, -0.536, -1.447], [0.421, -1.386, -2.808], [-1.806, -2.932, -2.888], [-1.160, -4.086, -1.708], [-2.702, -3.712, -1.451], [1.002, -1.889, 0.024], [0.872, -2.735, 1.635], [3.570, 1.161, 2.149], [3.210, 1.453, 0.349], [2.045, 3.019, 2.920], [2.543, 3.595, 1.365], [0.945, 3.362, 0.266], [-0.002, 3.341, 1.760], [-0.029, 1.261, -0.090], [-0.416, 0.929, 1.627]]
}


{
  "formula": "C7H8O2",
  "method": "wB97M-V/def2-TZVPD",
  "orbital_gap_ev": 9.36,
  "total_energy_ev": -11482.570,
  "lumo_ev": 0.51,
  "de_lowest_ev": 0.990,
  "symbols": ["C", "C", "O", "C", "C", "C", "C", "C", "O", "H", "H", "H", "H", "H", "H", "H", "H"],
  "xyz": [[2.711, -1.351, 0.346], [1.699, -0.180, 0.402], [2.045, 0.799, 1.020], [0.346, -0.355, -0.099], [-0.408, -1.274, -0.789], [-1.704, -0.641, -0.902], [-1.663, 0.545, -0.202], [-2.703, 1.592, -0.124], [-0.422, 0.724, 0.252], [3.629, -0.985, 0.810], [2.288, -2.115, 1.041], [2.825, -1.563, -0.714], [-0.015, -2.009, -1.455], [-2.491, -1.103, -1.466], [-2.609, 2.138, 0.842], [-2.598, 2.378, -0.834], [-3.672, 1.067, -0.195]]
}


{
  "formula": "C19H26N2O5",
  "method": "wB97M-V/def2-TZVPD",
  "orbital_gap_ev": 10.10,
  "total_energy_ev": -33343.422,
  "lumo_ev": 0.68,
  "de_lowest_ev": 1.449,
  "symbols": ["C", "C", "O", "C", "O", "C", "N", "C", "C", "C", "C", "C", "O", "C", "C", "O", "N", "C", "C", "C", "C", "C", "C", "C", "C", "O", "H", "H", "H", "H", "H", "H", "H", "H", "H", "H", "H", "H", "H", "H", "H", "H", "H", "H", "H", "H", "H", "H", "H", "H", "H", "H"],
  "xyz": [[0.984, -2.283, -4.693], [1.215, -3.210, -3.508], [1.736, -2.475, -2.398], [3.046, -2.299, -2.324], [3.864, -2.784, -3.058], [3.383, -1.371, -1.153], [2.446, -0.283, -1.076], [2.386, 0.721, -2.127], [0.969, 1.246, -2.026], [0.488, 2.662, -2.248], [-0.831, 2.548, -2.348], [-1.125, 1.065, -2.257], [0.051, 0.495, -2.812], [-0.970, 0.618, -0.770], [-1.836, 1.319, 0.266], [-2.628, 2.201, 0.008], [-1.590, 0.841, 1.497], [-2.238, 1.322, 2.700], [-3.054, 0.201, 3.346], [-2.169, -0.983, 3.756], [-0.795, -0.527, 4.268], [-0.871, 0.895, 4.813], [-1.202, 1.884, 3.693], [0.524, 0.901, -0.571], [1.407, -0.276, -0.212], [1.238, -1.042, 0.712], [1.938, -1.950, -5.097], [0.413, -1.414, -4.372], [0.439, -2.809, -5.471], [0.274, -3.633, -3.150], [1.913, -4.012, -3.766], [3.295, -1.939, -0.221], [4.406, -1.005, -1.268], [2.566, 0.272, -3.106], [3.126, 1.510, -1.947], [1.110, 3.534, -2.222], [-1.585, 3.303, -2.432], [-2.022, 0.709, -2.753], [-1.156, -0.459, -0.724], [-0.903, 0.108, 1.606], [-2.908, 2.120, 2.364], [-3.823, -0.136, 2.650], [-3.558, 0.613, 4.220], [-2.687, -1.545, 4.535], [-2.036, -1.659, 2.909], [-0.055, -0.561, 3.465], [-0.449, -1.206, 5.049], [-1.636, 0.939, 5.591], [0.079, 1.172, 5.272], [-1.576, 2.812, 4.127], [-0.292, 2.126, 3.139], [0.702, 1.723, 0.127]]
}